This record from the Open Molecules 2025 dataset describes C58H89ClF30N18O20S8 as an isolated structure at a distorted geometry. The level of theory is ωB97M-V/def2-TZVPD.

Each line ends with the Mulliken charge.
Geometry (Å):
1 C 7.0250 -2.3525 -3.0891  -1.56
2 C 5.7835 -1.5873 -2.5926  0.88
3 N 4.5975 -2.4467 -2.2351  0.37
4 C 4.0898 -3.3374 -3.1052  -0.79
5 C 2.9915 -3.8665 -2.4892  -0.52
6 N 2.8419 -3.3059 -1.2637  0.99
7 C 3.8587 -2.4275 -1.1044  -0.18
8 C 1.9394 -3.6807 -0.0955  0.19
9 H 7.7026 -1.5604 -3.4473  0.46
10 H 6.8610 -3.0528 -3.9077  0.32
11 H 7.5767 -2.9035 -2.3276  0.39
12 H 5.3715 -0.9387 -3.3408  -0.30
13 H 6.0606 -1.0769 -1.6681  -0.29
14 H 4.5155 -3.5616 -4.0689  0.53
15 H 2.2486 -4.6111 -2.8105  0.35
16 H 4.0286 -1.6709 -0.3123  0.14
17 H 1.7846 -2.7849 0.4926  0.17
18 H 2.2333 -4.5514 0.4861  0.39
19 H 0.9926 -3.9666 -0.5701  -0.88
20 C -4.8262 6.4098 1.1471  -0.83
21 C -3.9687 7.1490 0.1175  -0.41
22 N -2.8458 6.2511 -0.3238  0.32
23 C -2.8487 4.9578 -0.7485  -1.57
24 C -1.5600 4.4889 -0.7510  -0.36
25 N -0.7747 5.5762 -0.3975  0.64
26 C -1.5430 6.6424 -0.1777  -0.21
27 C 0.6897 5.5092 -0.2981  -0.55
28 H -4.2057 6.0306 1.9605  0.05
29 H -5.2923 5.5702 0.6422  0.34
30 H -5.5381 7.1199 1.5671  0.41
31 H -3.4478 8.0085 0.5201  0.30
32 H -4.5403 7.3585 -0.7686  0.29
33 H -3.6958 4.3921 -1.1246  0.71
34 H -1.0883 3.5683 -1.0600  0.61
35 H -1.1920 7.5770 0.2521  0.39
36 H 1.0038 5.4031 -1.3478  0.20
37 H 0.9399 4.6122 0.2302  0.01
38 H 1.1283 6.3905 0.1791  0.34
39 C -4.8993 -0.7909 3.0274  -1.14
40 C -4.6487 -2.0492 2.2402  0.09
41 N -4.9909 -3.1911 3.1416  0.65
42 C -6.1453 -3.3998 3.8017  -0.18
43 C -6.1003 -4.6054 4.3978  -0.65
44 N -4.9139 -5.1399 4.0867  0.28
45 C -4.2107 -4.3114 3.2674  -0.77
46 C -4.4097 -6.4644 4.5540  -0.61
47 H -4.3635 -0.7732 3.9906  0.27
48 H -5.9615 -0.6918 3.1477  0.54
49 H -4.5245 0.0567 2.4391  0.20
50 H -3.5912 -2.1797 1.9562  -0.19
51 H -5.2803 -2.1936 1.3839  0.26
52 H -6.9876 -2.7301 3.7073  0.44
53 H -6.8035 -5.1202 5.0195  0.43
54 H -3.1831 -4.4165 2.9168  0.48
55 H -4.3161 -7.1281 3.7138  0.26
56 H -5.2545 -6.7611 5.2072  0.29
57 H -3.5513 -6.3204 5.1732  0.28
58 C -6.8013 2.7034 -7.7700  -1.37
59 C -6.4447 2.5713 -6.3185  -0.19
60 N -4.9967 2.1135 -6.2023  0.21
61 C -4.4246 1.1264 -6.9843  -0.74
62 C -3.2089 0.8950 -6.4238  -0.59
63 N -3.0791 1.7690 -5.3817  0.47
64 C -4.1957 2.4557 -5.2352  -0.36
65 C -2.0155 1.8140 -4.3575  0.25
66 H -7.8078 3.0013 -7.9520  0.45
67 H -6.7163 1.7507 -8.2951  0.34
68 H -6.1679 3.4067 -8.2985  0.36
69 H -7.0999 1.8700 -5.7676  0.19
70 H -6.4769 3.5433 -5.8168  0.40
71 H -4.9318 0.6150 -7.7450  0.44
72 H -2.4785 0.2171 -6.7728  0.66
73 H -4.2922 3.1144 -4.4177  0.62
74 H -2.3773 2.4116 -3.5302  -0.18
75 H -1.1299 2.3296 -4.7126  0.39
76 H -1.7160 0.8206 -4.0980  -0.77
77 C 1.3688 1.7048 -1.0277  2.18
78 C 1.3672 0.1984 -1.1932  0.84
79 N 1.1540 -0.4351 0.1144  1.43
80 C -0.0573 -0.8159 0.5605  0.36
81 C 0.0386 -1.1200 1.8714  -1.30
82 N 1.3746 -0.8679 2.2180  1.14
83 C 2.0579 -0.5199 1.1392  0.40
84 C 1.8132 -0.8142 3.6315  0.26
85 H 1.7153 2.1449 -1.9779  -0.45
86 H 2.1138 1.9047 -0.2207  -0.52
87 H 0.3710 2.0103 -0.7255  -0.90
88 H 2.3029 -0.1481 -1.6431  -0.79
89 H 0.5068 -0.2168 -1.6841  -0.66
90 H -0.8969 -0.8894 -0.1297  -0.43
91 H -0.6711 -1.5536 2.5573  0.75
92 H 3.1070 -0.2359 1.0483  -1.15
93 H 2.8854 -0.9507 3.6337  -0.22
94 H 1.1875 -1.5524 4.1130  -0.19
95 H 1.5570 0.1477 4.0713  -0.23
96 C 5.8836 4.3535 -1.8853  -1.37
97 C 4.4994 3.8543 -1.5725  0.25
98 N 3.9805 2.9236 -2.6728  0.61
99 C 4.2635 1.6216 -2.8337  -1.09
100 C 3.5953 1.2446 -3.9844  0.08
101 N 3.0780 2.3915 -4.5070  0.57
102 C 3.3259 3.4032 -3.7034  -0.48
103 C 2.1712 2.5464 -5.7197  -0.65
104 H 6.5231 3.5035 -2.1529  0.28
105 H 6.3169 4.8477 -0.9957  0.40
106 H 5.9187 5.0638 -2.6997  0.41
107 H 3.7212 4.6302 -1.4613  0.08
108 H 4.3932 3.1765 -0.7257  -0.27
109 H 4.6469 1.0448 -2.0032  0.61
110 H 3.5325 0.3581 -4.5939  0.46
111 H 3.0956 4.4463 -3.9011  0.39
112 H 2.5269 3.3035 -6.3966  0.43
113 H 1.1973 2.6597 -5.2909  0.02
114 H 2.2921 1.5809 -6.2023  0.08
115 C 1.3512 -0.1905 7.0204  -2.04
116 C 0.5913 0.8849 6.3176  1.60
117 N -0.1273 1.8098 7.2662  0.69
118 C -0.8274 2.9336 6.9598  -0.42
119 C -1.3670 3.4323 8.1281  -0.64
120 N -0.8787 2.6838 9.1560  0.17
121 C -0.0635 1.7349 8.6376  -0.40
122 C -1.1150 2.9614 10.5725  -0.83
123 H 1.6901 -0.9763 6.3751  0.32
124 H 0.6442 -0.7230 7.6688  0.41
125 H 2.2125 0.1647 7.5772  0.44
126 H -0.1578 0.6504 5.5826  0.02
127 H 1.1540 1.6799 5.8410  -0.29
128 H -0.9842 3.2979 5.9642  0.41
129 H -1.9663 4.3378 8.3076  0.41
130 H 0.3894 0.9477 9.2215  0.47
131 H -0.4043 2.5685 11.2920  0.32
132 H -2.0823 2.6316 10.9176  0.37
133 H -1.2928 4.0220 10.6388  0.31
134 Cl 0.2410 4.0946 -3.4439  -0.63
135 C -1.0829 -5.4183 1.9526  0.42
136 F -1.7555 -4.3896 1.5287  -0.09
137 F -1.9160 -6.2882 2.4661  -0.26
138 F -0.3692 -6.0107 0.9868  -0.13
139 S 0.0851 -4.7542 3.2055  0.55
140 O 0.6621 -5.8868 3.8966  -0.68
141 O 0.9269 -3.7824 2.5442  -0.36
142 N -1.0135 -3.9850 4.1224  0.06
143 S -0.9194 -4.1114 5.6444  0.89
144 O -1.9551 -5.0484 6.1646  -0.75
145 O 0.4510 -4.0515 6.1438  -0.60
146 C -1.8146 -2.4711 6.1344  0.56
147 F -1.8272 -2.2911 7.4943  -0.28
148 F -1.1983 -1.3587 5.6744  -0.29
149 F -3.0676 -2.4420 5.7809  -0.22
150 C 0.3212 -0.4968 -5.3376  -0.13
151 F -0.6747 -1.1473 -4.7348  0.05
152 F -0.1166 0.2840 -6.2386  -0.22
153 F 0.9412 0.2076 -4.3971  0.67
154 S 1.4917 -1.8591 -6.0069  1.08
155 O 1.8565 -2.5578 -4.8047  -0.43
156 O 0.7620 -2.4482 -7.1423  -0.74
157 N 2.7315 -0.8450 -6.4059  -0.30
158 S 3.5443 -0.9460 -7.7791  1.02
159 O 3.9028 -2.3317 -8.0685  -0.68
160 O 3.0541 -0.0374 -8.8166  -0.70
161 C 5.1185 -0.1019 -7.1571  0.70
162 F 4.8025 1.0963 -6.7414  -0.25
163 F 5.6306 -0.8638 -6.1535  -0.22
164 F 6.0723 0.1032 -8.0440  -0.26
165 C -2.2424 4.0068 3.2009  -0.01
166 F -3.3966 3.5945 2.7189  -0.15
167 F -1.8596 5.1582 2.5952  -0.19
168 F -2.3560 4.2336 4.5089  -0.22
169 S -0.8081 2.7258 3.0485  0.74
170 O -1.3349 1.5637 3.7822  -0.61
171 O -0.5204 2.5706 1.6153  0.35
172 N 0.2100 3.4582 3.9426  -0.38
173 S 1.7621 3.6658 3.5702  0.81
174 O 2.4507 2.4099 3.6505  -0.58
175 O 1.9435 4.6528 2.5606  -0.64
176 C 2.2055 4.5724 5.1550  0.47
177 F 2.0389 3.7969 6.2844  -0.22
178 F 3.4763 4.9053 5.1522  -0.19
179 F 1.4529 5.6836 5.3167  -0.24
180 C -4.0645 0.7214 -0.9300  -0.13
181 F -3.2588 1.2146 0.0017  -0.07
182 F -5.1775 0.2817 -0.3990  -0.20
183 F -4.3053 1.6369 -1.7943  -0.16
184 S -3.2876 -0.8904 -1.8202  0.48
185 O -1.8424 -0.5414 -1.8196  0.19
186 O -3.7929 -2.0399 -1.0575  -0.71
187 N -3.9645 -0.6285 -3.2496  0.02
188 S -4.4783 -1.7229 -4.2608  0.89
189 O -3.7585 -1.4736 -5.4714  -0.56
190 O -4.6242 -3.0399 -3.7641  -0.60
191 C -6.2178 -1.1267 -4.4785  0.52
192 F -6.0816 0.2485 -4.7419  -0.21
193 F -6.9684 -1.5751 -5.3938  -0.23
194 F -6.9121 -1.1498 -3.3158  -0.25
195 C 5.5429 0.3353 1.0864  -0.97
196 O 5.3523 -0.4199 2.3498  -0.25
197 O 4.9623 0.0303 -0.0207  0.12
198 C 5.3143 1.8178 1.6410  0.57
199 F 6.1555 2.6185 0.9187  -0.32
200 F 4.0748 2.2056 1.4139  0.06
201 F 5.5645 1.9804 2.9438  -0.33
202 C 5.6371 -1.8035 2.2785  0.30
203 C 5.4609 -2.3494 3.7402  -1.11
204 H 4.4025 -2.5608 3.9090  0.10
205 H 5.9794 -3.2919 3.9300  0.42
206 H 5.7970 -1.5932 4.4672  0.29
207 H 6.6445 -1.9160 1.8318  0.47
208 H 5.0003 -2.3499 1.5790  -0.24
209 H 6.6518 0.4301 0.9587  0.16
210 C 0.6105 -7.3963 -1.8903  0.02
211 O 0.4257 -5.7458 -1.7319  0.37
212 O 0.2964 -7.8972 -3.0456  -0.84
213 C 2.1907 -7.4492 -1.6147  0.69
214 F 2.5366 -6.9428 -0.3853  -0.25
215 F 2.5762 -8.7896 -1.6490  -0.32
216 F 3.0663 -6.8559 -2.5443  -0.28
217 C -0.7508 -5.2662 -2.3475  -1.09
218 C -0.8943 -3.7641 -2.1721  1.17
219 H -0.0413 -3.1685 -2.5494  -0.30
220 H -1.8397 -3.3809 -2.5868  -0.03
221 H -1.0387 -3.6514 -1.0742  -0.52
222 H -1.6730 -5.6921 -1.8446  0.14
223 H -0.7618 -5.5683 -3.4111  0.42
224 H 0.1606 -7.7861 -1.0163  0.25

Results
Kohn-Sham gap	5.17	eV
HOMO level	-5.8	eV